Entry 1:
# C50H81F3NO14

A cluster of 6 separate species, C50H81F3NO14 in total in a non-equilibrium geometry (the ωB97M-V functional and the def2-TZVPD basis, the OMol25 dataset).

Summary:
E_tot: -3360.99122 Ha
HOMO level: -11.1 eV
orbital gap: 6.68 eV
LUMO level: -4.39 eV
charge: +1
max |F|: 0.0928 hartree/bohr

Cartesian coordinates (Å):
C -1.87427 5.99944 4.88579
C -3.38485 5.64598 4.37663
C -3.86993 4.37328 5.24626
C -3.54858 2.99890 4.44795
C -2.90575 1.85222 5.40547
C -3.80403 0.52383 5.51256
C -3.22697 -0.74585 4.69883
C -2.76504 -1.87712 5.73977
C -1.22893 -1.72909 6.22918
C -0.30240 -2.32526 5.02659
C 0.95835 -1.35264 4.77226
C 0.86907 -0.59289 3.34212
C 1.96039 -1.10488 2.28108
C 2.54381 0.08793 1.34398
C 3.05744 -0.49334 -0.06528
C 2.52271 0.40274 -1.30413
C 3.62501 1.47389 -1.82607
C 3.71621 1.50387 -3.45886
C 2.28948 2.10665 -3.93260
C 2.23292 3.64747 -4.17699
C 0.85032 4.21957 -4.61341
C 0.55052 5.75179 -4.92136
O 1.34907 6.37314 -5.65080
O -0.64574 6.29748 -4.37145
C -0.30182 7.18386 -3.25230
C 0.23962 6.41217 -1.94210
C 1.46005 7.28854 -1.35427
O 2.68149 7.03027 -2.09376
C -0.36012 3.22467 -4.74812
C -0.16287 1.72741 -4.44855
C -1.39556 0.71332 -4.53544
C -2.47040 0.98043 -3.34032
O -1.84851 1.19815 -2.05638
C -3.58034 -0.18640 -3.28688
F -3.68176 -0.66781 -1.95521
F -3.25914 -1.29601 -4.15758
F -4.82700 0.35041 -3.76184
N 1.15994 1.23233 -4.06606
H -1.92760 6.32034 5.98432
H -1.26116 5.01820 4.86250
H -1.38250 6.77896 4.21101
H -3.31635 5.37463 3.26042
H -4.07123 6.55132 4.52013
H -4.98946 4.52333 5.45319
H -3.28128 4.38158 6.23540
H -4.55207 2.65376 3.98506
H -2.84039 3.21128 3.56114
H -1.86530 1.61299 4.97213
H -2.72124 2.31950 6.44294
H -4.84022 0.78739 5.07654
H -3.98350 0.24349 6.61855
H -4.11336 -1.14322 4.06760
H -2.41232 -0.46837 3.93120
H -3.41048 -1.83867 6.68243
H -2.84860 -2.89273 5.22195
H -1.08515 -2.39574 7.15750
H -0.93896 -0.65444 6.50609
H -0.98386 -2.43259 4.10728
H 0.00738 -3.38831 5.32377
H 1.91060 -2.00909 4.81499
H 1.00120 -0.54219 5.58510
H -0.16995 -0.84019 2.89655
H 0.88706 0.53261 3.53295
H 2.84185 -1.60853 2.82781
H 1.44450 -1.90721 1.62539
H 3.45517 0.57138 1.86189
H 1.75920 0.92014 1.19797
H 2.61402 -1.54946 -0.19390
H 4.19449 -0.54813 -0.17221
H 1.56269 0.95911 -0.97381
H 2.24624 -0.32760 -2.14302
H 4.64381 1.36595 -1.32704
H 3.19666 2.51108 -1.53986
H 4.58034 2.21547 -3.71636
H 3.89912 0.44941 -3.89519
H 3.13853 4.33414 -4.03870
H 0.45910 7.95582 -3.62057
H -1.28599 7.72193 -2.97414
H -0.60682 6.43120 -1.17076
H 0.54670 5.32816 -2.12383
H 1.63407 6.98787 -0.25003
H 1.16504 8.40017 -1.38975
H 2.88392 6.07142 -2.09007
H -1.41137 3.57843 -5.03950
H -1.96416 0.89344 -5.50790
H -0.96168 -0.34087 -4.43969
H -3.03065 1.95716 -3.60820
H -2.08345 2.11476 -1.79099
H 1.20443 0.20689 -3.90204
O -8.12686 -4.47883 -1.98133
C -7.56339 -3.83708 -2.82823
O -8.20073 -3.17152 -3.82983
C -7.23015 -2.60824 -4.71793
C -5.95907 -2.50206 -3.90674
C -6.07332 -3.68677 -2.97018
H -7.11900 -3.27333 -5.57967
H -7.57477 -1.63277 -5.06673
H -5.05614 -2.51092 -4.51590
H -5.96530 -1.57545 -3.32693
H -5.66426 -4.59763 -3.41376
H -5.60613 -3.48374 -2.00660
O 5.28572 -1.83873 1.71495
C 5.51032 -2.87260 1.13711
O 6.30473 -2.97261 0.03851
C 6.26532 -4.31827 -0.45598
C 5.83327 -5.16068 0.72064
C 4.92923 -4.21615 1.48449
H 5.55188 -4.36472 -1.28491
H 7.25240 -4.60486 -0.82267
H 5.34712 -6.09259 0.42730
H 6.70341 -5.41334 1.33531
H 3.89731 -4.26128 1.12725
H 4.97329 -4.39705 2.55842
O 9.10256 -5.69797 -1.06647
C 9.85327 -5.01619 -0.41383
O 9.77526 -3.66099 -0.33687
C 10.87875 -3.16421 0.42975
C 11.33240 -4.33097 1.27520
C 11.02426 -5.51724 0.38646
H 11.65654 -2.82275 -0.25967
H 10.55192 -2.32014 1.03943
H 12.38028 -4.26557 1.57246
H 10.72673 -4.38723 2.18534
H 11.84962 -5.74296 -0.29290
H 10.75360 -6.39727 0.96962
O 0.73153 -4.12710 3.07266
C 0.13709 -5.16680 3.20137
O 0.07630 -5.86848 4.36495
C -0.61413 -7.10322 4.14010
C -1.44856 -6.87230 2.90213
C -0.59873 -5.89954 2.11250
H 0.12642 -7.89640 4.00067
H -1.22940 -7.34336 5.00883
H -1.68069 -7.79153 2.36174
H -2.39447 -6.39441 3.17622
H 0.12585 -6.41420 1.47684
H -1.21107 -5.21635 1.52396
O -3.83388 3.03289 -4.77271
C -4.90533 3.33082 -5.25375
O -5.05685 3.84535 -6.49741
C -6.43435 4.18513 -6.70749
C -7.20481 3.34269 -5.71964
C -6.23668 3.23311 -4.56156
H -6.56019 5.25668 -6.52817
H -6.71413 3.96465 -7.73872
H -8.16937 3.77308 -5.44667
H -7.38647 2.34904 -6.14131
H -6.33818 4.06872 -3.86461
H -6.33935 2.28185 -4.03999

---

Entry 2:
# C50H82F24O25

A cluster of 11 separate species, C50H82F24O25 in total in a non-equilibrium geometry (the ωB97M-V functional and the def2-TZVPD basis, the OMol25 dataset).

Summary:
E_tot: -6231.96735 Ha
HOMO level: -9.6 eV
SMILES: CCOC(=O)C(F)(F)F.CCOC(=O)C(F)(F)F.CCOC(=O)C(F)(F)F.CCOC(=O)C(F)(F)F.CCOC(=O)C(F)(F)F.CCOC(=O)C(F)(F)F.CCOC(=O)C(F)(F)F.CCOC(=O)C(F)(F)F.COCCOCCOC.COCCOCCOC.COCCOCCOC
orbital gap: 10.00 eV
LUMO level: 0.36 eV
max |F|: 0.0948 hartree/bohr

Cartesian coordinates (Å):
C -2.36951 6.54376 0.93387
C -3.66724 6.11538 0.18011
O -3.71975 4.73346 0.14347
C -4.78128 4.19796 -0.50327
O -5.57249 4.86702 -1.19458
C -4.86508 2.65688 -0.28479
F -5.78494 2.50765 0.64210
F -5.25372 2.06267 -1.41346
F -3.74995 2.09342 0.11860
H -1.45158 6.39623 0.36488
H -2.17153 6.01092 1.86390
H -2.28072 7.59641 1.20245
H -3.62381 6.53235 -0.82604
H -4.55939 6.38244 0.74657
C -6.09240 -7.15973 0.73279
C -5.76300 -6.13220 1.79514
O -4.52199 -5.48015 1.40638
C -3.78576 -4.66608 2.30087
O -4.18535 -4.46254 3.43567
C -2.53694 -3.95431 1.71940
F -2.38642 -4.04941 0.40916
F -2.60942 -2.65464 1.95050
F -1.47267 -4.43870 2.39188
H -6.06979 -6.69665 -0.25369
H -7.05880 -7.64279 0.87706
H -5.26985 -7.87400 0.76938
H -5.75527 -6.66753 2.74459
H -6.51590 -5.35511 1.66333
C -1.01301 -1.33670 4.47785
C -2.03020 -0.19047 4.71863
O -3.29248 -0.33919 4.18979
C -4.25134 -0.98964 4.89533
O -4.10495 -1.38950 6.07593
C -5.63899 -1.07142 4.25511
F -5.82520 -0.15358 3.27288
F -5.85336 -2.26192 3.67864
F -6.50792 -0.85258 5.18557
H -0.84708 -1.45167 3.40671
H -1.47424 -2.26106 4.82561
H -0.08033 -1.13540 5.00481
H -1.58315 0.73820 4.36392
H -2.13529 0.08927 5.76686
C -0.39105 7.07012 -3.64871
C -1.88909 7.30010 -3.83219
O -2.48112 6.04677 -4.10815
C -3.55579 6.00825 -4.82541
O -4.01006 6.95391 -5.47159
C -4.39666 4.69753 -4.76292
F -4.11838 3.96977 -5.77665
F -3.99149 4.08084 -3.64399
F -5.73995 4.85317 -4.70991
H 0.01545 6.48234 -4.47173
H -0.36772 6.35747 -2.82427
H 0.20387 7.97799 -3.54909
H -2.03156 8.01127 -4.64585
H -2.29657 7.74345 -2.92362
C -1.56918 -2.74860 -7.45545
C -2.84816 -2.55781 -6.70194
O -3.05328 -1.27273 -6.11796
C -2.49921 -0.85517 -4.98463
O -1.84604 -1.52050 -4.20800
C -2.88623 0.63952 -4.76800
F -1.83076 1.46967 -4.94528
F -3.86545 1.03786 -5.54937
F -3.23914 0.87149 -3.53799
H -0.69489 -2.75837 -6.80458
H -1.48907 -1.95672 -8.20017
H -1.64692 -3.72885 -7.92573
H -2.94865 -3.26689 -5.88024
H -3.71478 -2.69581 -7.34850
C -0.43335 -1.30997 0.23428
C -1.19055 -0.27624 -0.65046
O -0.70045 1.01863 -0.53344
C -0.20009 1.64447 -1.62819
O 0.13807 1.08772 -2.63362
C -0.00882 3.17646 -1.40357
F 0.75941 3.37847 -0.34226
F 0.60131 3.75042 -2.46743
F -1.18716 3.80319 -1.18582
H -0.52993 -1.03685 1.28507
H 0.61842 -1.36586 -0.04634
H -0.82605 -2.31278 0.06613
H -2.26103 -0.33800 -0.45461
H -1.07385 -0.70682 -1.64499
C -4.48784 -5.95077 -2.87418
C -3.84064 -4.59791 -2.67775
O -4.62808 -3.87204 -1.80931
C -4.35197 -2.62945 -1.43397
O -3.25414 -2.08613 -1.66188
C -5.40733 -1.98363 -0.49566
F -6.18239 -1.13684 -1.14367
F -6.16497 -3.00758 0.02910
F -4.85711 -1.40753 0.54916
H -4.45386 -6.63091 -2.02309
H -4.06696 -6.39352 -3.77691
H -5.53448 -5.91056 -3.17589
H -3.68397 -4.04947 -3.60661
H -2.89074 -4.82087 -2.19186
C 3.01163 0.34802 0.89200
C 2.78887 -0.28363 2.29882
O 2.21560 -1.56727 2.03361
C 2.50859 -2.61672 2.91962
O 3.23964 -2.52629 3.92199
C 1.83314 -3.96486 2.53050
F 2.81537 -4.83895 2.18366
F 1.16340 -4.40996 3.58613
F 1.00726 -3.78361 1.50202
H 2.06268 0.51156 0.38127
H 3.54761 -0.18017 0.10343
H 3.37498 1.37419 0.94734
H 2.05271 0.24641 2.90316
H 3.73531 -0.27445 2.83944
C 1.42787 2.97152 3.21057
O 2.72660 2.58413 3.68882
C 3.74545 3.42518 3.12952
C 5.08906 2.94374 3.73773
O 5.51198 1.85664 2.87938
C 6.85214 1.72158 2.63591
C 7.50942 1.06801 3.84266
O 7.52646 1.90037 5.01410
C 8.13620 1.23058 6.15433
H 0.72780 2.15033 3.36436
H 1.36828 3.21324 2.14938
H 1.06002 3.91757 3.60779
H 3.59062 4.46605 3.41364
H 3.75682 3.32203 2.04447
H 4.97668 2.52396 4.73736
H 5.79633 3.76845 3.82553
H 7.34577 2.65744 2.37403
H 7.02661 1.15900 1.71876
H 8.53305 0.70008 3.77252
H 7.01239 0.14163 4.13056
H 9.18719 1.00279 5.97649
H 7.54533 0.32560 6.29573
H 7.99804 1.95929 6.95307
C 2.87410 6.43677 -1.32134
O 4.11022 6.09752 -0.80768
C 4.38557 4.73881 -0.85927
C 5.65868 4.51544 -0.08470
O 6.75352 5.33510 -0.50688
C 7.34314 4.98080 -1.77394
C 8.49337 5.93667 -2.21520
O 9.50680 5.89186 -1.24264
C 10.23414 7.04525 -1.11742
H 2.71784 7.50997 -1.43053
H 2.02888 6.04820 -0.75327
H 2.82150 6.06312 -2.34394
H 4.58011 4.44630 -1.89111
H 3.57201 4.09630 -0.52253
H 5.82022 3.44699 0.05819
H 5.42649 4.81460 0.93741
H 6.53977 5.03384 -2.50870
H 7.74928 3.97538 -1.66311
H 8.04782 6.92485 -2.32950
H 8.77049 5.56539 -3.20185
H 9.73111 7.86505 -0.60460
H 10.50486 7.40256 -2.11097
H 11.14065 6.81703 -0.55684
C -0.12346 -3.81273 -2.70109
O 0.66312 -4.90947 -2.17739
C -0.11005 -5.97321 -1.59964
C 0.81505 -6.75458 -0.61240
O 0.11949 -7.90325 -0.13266
C 0.70687 -8.35635 1.07463
C -0.22761 -9.09523 1.95669
O -1.23366 -8.18973 2.51653
C -2.35206 -8.93690 2.98628
H -0.56674 -3.28719 -1.85527
H -1.00399 -4.21475 -3.20223
H 0.41808 -3.07345 -3.29126
H -0.49062 -6.65890 -2.35667
H -0.88501 -5.56915 -0.94828
H 1.07558 -6.05266 0.17978
H 1.73755 -7.10754 -1.07342
H 1.18111 -7.58268 1.67848
H 1.48439 -9.00925 0.67805
H 0.38401 -9.53179 2.74628
H -0.60469 -9.87644 1.29668
H -2.85978 -8.14135 3.53163
H -2.07696 -9.77287 3.62938
H -2.87552 -9.32455 2.11230

---

Entry 3:
# C50H85FN3O11

A cluster of 8 separate species, C50H85FN3O11 in total in a non-equilibrium geometry (the ωB97M-V functional and the def2-TZVPD basis, the OMol25 dataset).

Summary:
E_tot: -3047.74660 Ha
HOMO level: -10.8 eV
orbital gap: 8.74 eV
LUMO level: -2.04 eV
charge: +1
max |F|: 0.0469 hartree/bohr

Cartesian coordinates (Å):
C -0.97571 -3.77732 3.28056
C -0.55835 -3.30322 4.69824
C -0.81371 -1.78908 4.93662
C 0.00228 -0.92011 3.95338
C -0.64994 0.43655 3.60905
C -2.09085 0.32248 3.04119
C -2.12491 -0.47762 1.72039
C -1.36265 0.32787 0.62943
C -2.01427 0.34505 -0.77537
N -3.48294 0.38216 -0.78989
C -4.37985 1.07002 0.01357
O -4.04834 1.88392 1.05336
C -3.95278 3.25097 0.64884
O -4.58746 4.09520 1.20102
C -2.95977 3.50356 -0.47442
C -1.67514 3.80363 -0.07914
C -0.71197 4.00310 -1.05164
C -1.09171 3.90946 -2.36850
C -2.37746 3.61909 -2.77345
C -3.33549 3.40352 -1.80055
C -5.65606 0.85974 -0.35274
C -6.89127 1.43693 0.25259
N -5.52092 0.00912 -1.45427
C -6.69420 -0.44006 -2.19313
C -7.01617 -1.91863 -1.91594
O -7.60781 -2.55513 -2.74026
F -6.62452 -2.46316 -0.75331
C -4.24282 -0.25441 -1.67697
C -3.80501 -1.13328 -2.81627
C -2.98282 -2.38023 -2.37636
C -2.09398 -2.83718 -3.56292
C -0.61425 -2.42225 -3.41255
N -0.08673 -2.52189 -2.03361
C 1.10785 -1.67723 -1.84841
C 0.24254 -3.84927 -1.63732
C -0.20205 -5.09282 -2.39930
O 0.88142 -4.00113 -0.61465
H -0.85226 -4.85994 3.16058
H -2.04704 -3.55707 3.15071
H -0.41495 -3.31545 2.46054
H -1.23592 -3.81990 5.40033
H 0.45502 -3.59144 4.97613
H -0.45977 -1.55168 5.94892
H -1.89299 -1.60045 4.90372
H 0.94731 -0.68327 4.46133
H 0.26309 -1.43046 3.01726
H -0.74437 1.01355 4.53693
H -0.00772 1.04472 2.95446
H -2.42612 1.36135 2.89903
H -2.78442 -0.09209 3.78285
H -3.13653 -0.78599 1.42709
H -1.56242 -1.40207 1.90044
H -1.10404 1.34212 0.94737
H -0.39412 -0.17542 0.49358
H -1.68066 1.26828 -1.27233
H -1.62038 -0.48275 -1.36738
H -1.40797 3.86234 0.97371
H 0.32432 4.21421 -0.80634
H -0.35187 4.04171 -3.15762
H -2.65353 3.55595 -3.82238
H -4.37324 3.15106 -2.01351
H -7.49382 1.92986 -0.52202
H -7.50884 0.66412 0.72424
H -6.65512 2.18789 1.01088
H -6.55963 -0.32815 -3.27003
H -7.57702 0.13723 -1.90568
H -4.63657 -1.46199 -3.44419
H -3.16661 -0.50624 -3.46160
H -2.42246 -2.22240 -1.45421
H -3.70089 -3.19011 -2.18895
H -2.20335 -3.90976 -3.74291
H -2.46377 -2.33864 -4.47081
H -0.54346 -1.36569 -3.70681
H 0.04365 -2.96562 -4.10906
H 2.04825 -2.22047 -2.01302
H 1.14606 -1.26023 -0.83499
H 1.12015 -0.81752 -2.52932
H -0.14714 -4.98183 -3.48736
H 0.33356 -5.97489 -2.05292
H -1.26658 -5.25249 -2.16300
C 2.32271 6.21693 -4.14098
C 2.86182 5.05053 -3.35069
O 2.18152 4.06490 -3.14071
C 4.27164 5.16222 -2.83677
H 1.29984 6.00563 -4.44975
H 2.32491 7.11709 -3.52473
H 2.93240 6.37671 -5.03122
H 4.35950 6.01484 -2.16611
H 4.96336 5.27524 -3.67283
H 4.52933 4.26092 -2.28843
C 2.34616 -6.86660 4.46611
C 2.23091 -5.85007 3.35701
O 1.75434 -4.75566 3.55153
C 2.73467 -6.25603 1.99378
H 1.94768 -6.44371 5.38650
H 1.77440 -7.76107 4.21343
H 3.39328 -7.12935 4.62411
H 2.17963 -7.12420 1.63431
H 3.79892 -6.49225 2.04480
H 2.58964 -5.43333 1.29521
C 8.46588 4.15558 -0.46117
C 7.63297 4.95680 -1.42458
O 6.49300 5.27893 -1.16520
C 8.27754 5.34048 -2.73360
H 7.88345 3.94814 0.43483
H 8.74921 3.20769 -0.92162
H 9.35756 4.71729 -0.17866
H 8.56175 4.44325 -3.28585
H 9.15903 5.95582 -2.54879
H 7.57019 5.91244 -3.33206
C 2.99707 2.58634 6.55493
C 1.51453 2.33551 6.67185
O 0.96335 1.48921 6.00454
C 0.74818 3.18373 7.65568
H 3.42038 1.90955 5.81512
H 3.17765 3.61417 6.23609
H 3.48261 2.40629 7.51518
H 0.83161 4.23732 7.38431
H 1.13683 3.02940 8.66334
H -0.30198 2.89841 7.63718
C -9.06708 -1.80517 2.03026
C -10.07919 -0.81200 1.51256
O -9.79199 0.35365 1.34169
C -11.46232 -1.33073 1.21762
H -8.11703 -1.30052 2.20175
H -9.41177 -2.23133 2.97299
H -8.91606 -2.60100 1.29843
H -11.90970 -1.73687 2.12587
H -11.41472 -2.10546 0.45045
H -12.08423 -0.51490 0.85483
C 4.20425 -1.36214 -5.08197
C 4.72807 -0.11245 -4.41596
O 5.81917 0.33331 -4.67937
C 3.83056 0.55973 -3.40430
H 4.94831 -1.73761 -5.78164
H 4.00764 -2.13052 -4.33145
H 3.28788 -1.13630 -5.63057
H 3.61826 -0.12556 -2.58093
H 2.89793 0.87027 -3.87916
H 4.32911 1.44147 -3.00657
C 7.61130 0.04178 -2.04541
C 8.90070 -0.11714 -1.27856
O 9.58390 0.84371 -1.00942
C 9.29701 -1.51196 -0.86345
H 7.45499 1.09361 -2.27609
H 7.65807 -0.51685 -2.98055
H 6.77461 -0.31415 -1.44027
H 9.42312 -2.14180 -1.74547
H 8.53353 -1.93767 -0.21021
H 10.24023 -1.47324 -0.32213